No. 1
Computed, not measured: one molecule with the formula H3PS2, with ωB97M-V with the def2-TZVPD basis set.

The spin multiplicity is 1. Its strongest force on any atom is 0.0292 Eh/bohr. As for the frontier orbital gap: 9.506 eV. The SMILES is S=[PH2]S. As for the net charge: 0. For the energy above the lowest of the compared OMol25 structures with the same formula, charge and spin, the calculation gives 9.1 kcal/mol.

The geometry in XYZ format:
```
6
H3PS2 (ωB97M-V with the def2-TZVPD basis set)
S 1.340 0.504 -1.552
P -0.055 -0.281 -0.489
S -0.350 0.340 1.540
H -0.383 -1.720 -0.351
H -1.307 0.142 -1.081
H 0.755 1.016 1.934
```

---

No. 2
Computed, not measured: one molecule with the formula H3PS4, with ωB97M-V with the def2-TZVPD basis set.

The spin multiplicity is 1. Its strongest force on any atom is 0.0467 Eh/bohr. As for the frontier orbital gap: 9.142 eV. The SMILES is S=P(S)(S)S. As for the net charge: 0. For the energy above the lowest of the compared OMol25 structures with the same formula, charge and spin, the calculation gives 0.0 kcal/mol.

The geometry in XYZ format:
```
8
H3PS4 (ωB97M-V with the def2-TZVPD basis set)
S -0.048 -1.689 1.321
P 0.152 -0.165 0.129
S -0.273 -0.571 -1.896
S -1.146 1.470 0.535
S 1.970 0.761 0.076
H -0.165 -2.028 -1.831
H -2.360 0.883 0.368
H 1.870 1.339 1.299
```

---

Let's list energy in order: -1139.51127 -1935.93982 hartree.